Entry 1:
Density functional theory data (wB97M-V/def2-TZVPD) for C56H53CsIN7O2 as an isolated structure at a distorted geometry.

Geometry as ORCA input:
```
! wB97M-V def2-TZVPD RIJCOSX def2/J DEFGRID3
* xyz -2 1
Cs 0.1011 0.6633 -0.1476
C -2.0646 -2.1367 -0.9112
C -3.0702 -3.0958 -0.2217
C -3.9422 -2.4677 0.8347
C -5.3062 -2.7547 0.9454
C -6.0375 -2.1699 1.9625
C -5.4053 -1.3046 2.8433
C -4.0457 -1.0843 2.6654
N -3.3361 -1.6591 1.7034
N -2.4467 -1.7245 -2.2560
C -2.0769 -2.6605 -3.2761
C -0.5769 -2.7478 -3.4935
C -0.0254 -3.9464 -3.9514
C 1.3437 -4.0309 -4.0996
C 2.1112 -2.9139 -3.7934
C 1.4745 -1.7694 -3.3527
N 0.1443 -1.6823 -3.2066
C -3.6758 -1.0122 -2.4104
C -3.7585 0.2087 -1.5059
C -4.8812 0.4519 -0.7239
C -4.8809 1.5442 0.1275
C -3.7637 2.3569 0.1820
C -2.6962 2.0448 -0.6497
N -2.7038 1.0167 -1.4904
H -1.0839 -2.6074 -0.9579
H -1.9212 -1.2362 -0.3161
H -2.5024 -3.8927 0.2690
H -3.6918 -3.5984 -0.9693
H -5.7619 -3.4276 0.2289
H -7.0977 -2.3768 2.0642
H -5.9357 -0.8129 3.6480
H -3.4969 -0.4208 3.3271
H -2.5738 -2.3947 -4.2162
H -2.4112 -3.6882 -3.0334
H -0.6620 -4.8053 -4.1267
H 1.8064 -4.9592 -4.4059
H 3.1916 -2.9352 -3.8578
H 2.0096 -0.8575 -3.1027
H -4.5952 -1.6127 -2.2327
H -3.7350 -0.6621 -3.4473
H -5.7147 -0.2338 -0.7626
H -5.7358 1.7394 0.7645
H -3.6880 3.2004 0.8550
H -1.7961 2.6550 -0.6475
O -0.2685 0.8625 2.1645
C 0.7741 0.6743 3.0024
C 1.9461 -0.1996 2.3334
C 3.0547 0.3573 1.4445
C 4.3516 -0.1389 1.5907
C 5.3269 0.2456 0.6934
C 4.9951 1.1118 -0.3349
C 3.6947 1.5953 -0.4202
C 3.3270 2.5563 -1.5336
C 1.9120 2.3411 -2.2059
O 1.4507 1.0967 -2.0055
C 0.9075 3.4157 -1.6179
C -0.0322 4.0655 -2.4135
C -0.9224 4.9903 -1.8778
C -0.8999 5.2819 -0.5227
C 0.0058 4.6207 0.2983
C 0.8908 3.7007 -0.2469
C 2.0745 2.6615 -3.7050
C 2.7183 3.8070 -4.1723
C 2.8409 4.0574 -5.5302
C 2.3092 3.1580 -6.4498
C 1.6582 2.0234 -5.9914
C 1.5396 1.7752 -4.6284
N 2.7685 1.2322 0.4757
C 0.3462 -0.2141 4.1985
C 0.8825 -0.1287 5.4783
C 0.4523 -0.9802 6.4905
C -0.5104 -1.9432 6.2303
C -1.0435 -2.0419 4.9494
C -0.6249 -1.1810 3.9476
C 1.3012 2.0135 3.5391
C 0.3637 3.0251 3.7491
C 0.7455 4.2640 4.2333
C 2.0837 4.5317 4.5079
C 3.0250 3.5374 4.3011
C 2.6321 2.2878 3.8274
H 1.4131 -0.9552 1.7367
H 2.4587 -0.7749 3.1100
H 4.5602 -0.8496 2.3806
H 6.3336 -0.1473 0.7800
H 5.7234 1.4061 -1.0807
H 4.0949 2.4518 -2.3040
H 3.4161 3.5849 -1.1640
H -0.0741 3.8468 -3.4736
H -1.6391 5.4773 -2.5300
H -1.5927 6.0030 -0.1026
H 0.0252 4.7975 1.3670
H 1.5652 3.1685 0.4151
H 3.1174 4.5227 -3.4605
H 3.3487 4.9535 -5.8703
H 2.4032 3.3442 -7.5140
H 1.2369 1.3177 -6.6992
H 1.0353 0.8986 -4.2374
H 1.6360 0.6197 5.6972
H 0.8749 -0.8877 7.4856
H -0.8436 -2.6124 7.0157
H -1.7904 -2.7967 4.7273
H -1.0453 -1.2335 2.9511
H -0.6629 2.8040 3.4847
H -0.0024 5.0356 4.3856
H 2.3856 5.5087 4.8681
H 4.0743 3.7264 4.4989
H 3.3884 1.5274 3.6793
I 0.9450 -7.5159 -1.7422
C 1.1120 -5.6015 -0.9074
C 2.3117 -4.9916 -0.6629
N 1.9941 -3.6450 -0.2068
N 0.5910 -3.6841 0.1675
C 0.0250 -4.8416 -0.5451
H 3.3132 -5.3869 -0.6854
H 2.0989 -2.9458 -0.9531
H -1.0133 -4.9331 -0.8180
C 0.5266 -3.9205 1.6107
H -0.5211 -3.8946 1.9198
H 1.0650 -3.1368 2.1492
H 0.9494 -4.9013 1.8735
*
```

The calculation puts the HOMO energy at 0.03 eV. The value obtained for the molar mass is 1115.90 g/mol. As for the max |F|: 0.06743 Eh/bohr. As for the HOMO-LUMO gap: 3.472 eV.

***

Entry 2:
Density functional theory data (wB97M-V/def2-TZVPD) for C15H21AlNO2Si as an isolated structure at a distorted geometry.

Geometry as ORCA input:
```
! wB97M-V def2-TZVPD RIJCOSX def2/J DEFGRID3
* xyz 1 1
Al 0.0000 0.0000 0.0000
C -3.6924 -1.0639 2.2054
Si -3.0047 -0.9242 0.4666
C -4.4170 -0.5952 -0.7250
C -2.2194 -2.5716 0.0063
N -1.7901 0.3126 0.3508
C -1.9267 1.6238 0.6531
C -3.1002 2.2722 1.0813
C -3.1297 3.6365 1.4010
C -1.9765 4.4022 1.3084
C -0.7959 3.8054 0.8794
C -0.7762 2.4428 0.5340
O 0.3634 1.7796 0.1013
C 1.4508 2.5079 -0.3047
C 1.4243 3.2597 -1.4793
C 2.5710 3.9422 -1.8871
C 3.7435 3.8509 -1.1329
C 3.7733 3.0726 0.0260
C 2.6263 2.3937 0.4363
H -4.3585 -1.9291 2.2807
H -4.2657 -0.1782 2.4912
H -2.8845 -1.1965 2.9313
H -5.1293 -1.4259 -0.7081
H -4.0423 -0.4923 -1.7480
H -4.9611 0.3174 -0.4679
H -2.9590 -3.3761 0.0594
H -1.4002 -2.8139 0.6899
H -1.8207 -2.5396 -1.0122
H -4.0298 1.7229 1.1805
H -4.0611 4.0842 1.7309
H -1.9932 5.4540 1.5699
H 0.1037 4.4062 0.8256
H 0.5100 3.3028 -2.0649
H 2.5500 4.5348 -2.7966
H 4.6377 4.3766 -1.4550
H 4.6874 2.9857 0.6055
H 2.6341 1.7718 1.3271
O 0.3230 -0.1683 1.7983
H -0.3264 -0.0850 2.5412
H 1.1858 -0.3628 2.2436
H 1.5423 -0.2833 -0.3035
*
```

The calculation puts the HOMO energy at -11.27 eV. The value obtained for the molar mass is 302.41 g/mol. As for the max |F|: 0.07096 Eh/bohr. As for the HOMO-LUMO gap: 8.022 eV.